C29H39GeN6RuS | wB97M-V/def2-TZVPD

relative energy (zero: lowest compared OMol25 entry of this formula, charge and spin) = 1.507 eV
total charge = +1
HOMO = -9.4278 eV

Positions of all 77 atoms, in Å:
Ru 0.054 0.052 -0.647
N 1.188 1.806 -0.425
C 1.594 2.041 0.990
C 1.687 0.717 1.687
N 0.409 0.022 1.443
H 2.018 1.750 -1.006
H 0.676 2.623 -0.748
H 0.820 2.649 1.458
H 2.537 2.586 1.040
H 1.889 0.857 2.751
H 2.481 0.107 1.252
H -0.343 0.497 1.938
H 0.451 -0.930 1.795
C 2.088 -2.235 -5.111
N 1.076 -1.796 -4.165
C 0.530 -0.598 -4.152
N 0.862 0.279 -5.101
S -0.676 -0.173 -2.987
H 2.383 -3.246 -4.851
H 2.975 -1.601 -5.050
H 1.690 -2.236 -6.127
H 0.860 -2.390 -3.379
H 1.469 0.040 -5.867
H 0.367 1.153 -5.126
C 4.980 -1.716 -3.017
C 4.335 -0.497 -2.856
C 3.169 -0.400 -2.115
C 2.602 -1.519 -1.480
C 3.240 -2.756 -1.694
C 4.407 -2.840 -2.439
N 1.460 -1.388 -0.727
C 0.900 -2.457 -0.021
C -0.479 -2.662 -0.153
C -1.155 -3.541 0.690
C -0.454 -4.262 1.640
C 0.925 -4.089 1.756
C 1.599 -3.188 0.951
H 5.898 -1.789 -3.583
H 4.742 0.396 -3.316
H 2.654 0.550 -2.071
H 2.822 -3.658 -1.267
H 4.875 -3.809 -2.565
H -1.013 -2.159 -0.964
H -2.223 -3.676 0.579
H -0.969 -4.963 2.283
H 1.475 -4.651 2.500
H 2.663 -3.026 1.075
N -0.558 2.831 8.304
C -0.804 2.730 7.187
C -1.101 2.602 5.785
C -1.774 1.475 5.317
C -2.045 1.347 3.968
C -1.649 2.343 3.069
C -0.987 3.477 3.551
C -0.712 3.605 4.899
C -1.895 2.187 1.664
C -2.036 1.997 0.481
H -2.081 0.707 6.013
H -2.574 0.477 3.600
H -0.700 4.261 2.862
H -0.202 4.481 5.275
C -3.888 3.324 -3.312
Ge -3.521 3.461 -1.405
C -5.119 3.310 -0.309
C -2.486 5.054 -0.973
C -2.343 1.901 -0.935
H -4.533 4.140 -3.636
H -4.386 2.382 -3.542
H -2.960 3.373 -3.883
H -5.815 4.115 -0.544
H -4.863 3.375 0.748
H -5.622 2.360 -0.489
H -3.075 5.953 -1.158
H -1.585 5.112 -1.586
H -2.199 5.046 0.078
H -1.460 1.973 -1.578
H -2.872 0.978 -1.177